(1)
The following is a quantum chemistry calculation of 5 unconnected molecules or ions with the total composition C21H33F2NO11 in a non-equilibrium geometry, from the OMol25 dataset.

Properties
E   -51757.868 eV
Kohn-Sham gap   8.23 eV
SMILES   CC(=O)OC(=O)CC1=C(N(C(=O)F)C(=O)F)C(=O)C=C(C)C1=O.CCO.CCO.CCO.CCO
2S+1   1
Energy relative to the best compared isomer or geometry (same formula, charge and spin)   0.0000 eV
HOMO energy   -10.089 eV

```
68
C21H33F2NO11, DFT ωB97M-V with the def2-TZVPD basis set
H -3.5727 -1.0763 -0.2417
H 5.2156 -5.0560 -2.9262
H -4.8970 -2.4823 -1.1425
H 4.0455 -6.3248 -1.1024
H 4.1126 2.6911 -0.5447
H -4.2003 1.7868 -4.6789
C -2.7253 0.7541 -0.8796
C -1.0235 1.6122 1.7253
H -4.2746 4.2421 -1.9295
H -2.2376 6.2958 6.9345
C -3.0127 1.0507 -2.3311
H 1.2568 0.5507 -0.8498
C -1.8065 5.4959 6.3337
O -3.0294 -3.8198 -2.9478
H 4.5222 -1.0600 1.0547
H -4.0680 -3.4611 0.0700
H -5.0442 3.2322 -4.0983
H 2.8066 1.4577 -2.2968
C -0.3256 5.7368 6.1084
H 5.5869 -7.4700 -2.4224
C 3.3206 1.9935 -0.2681
O -0.6561 -1.0981 -1.7155
H 2.8401 -6.8773 -2.2679
H 0.2152 5.7661 7.0554
C -3.7395 3.3097 -1.7925
F -0.2105 2.0510 0.7639
H -2.1994 4.7795 4.5658
C -4.3298 -3.4030 -0.9862
H 3.5998 1.4984 0.6625
C -1.6546 -1.5191 -1.2296
O -4.3934 2.5540 2.0411
C -3.2197 2.5042 2.1221
H 3.5411 -4.5143 -2.7429
O 4.6583 -7.7020 -2.5219
H 3.7335 -2.6050 1.3570
O -2.2896 4.1289 -0.0975
C 4.1703 -5.3593 -3.0268
O -1.9330 -2.8680 -1.2466
O 2.0606 0.0409 -0.9920
H -2.1133 -0.6653 0.6022
O 6.4313 -2.9760 1.1520
H 2.4113 2.5684 -0.0783
O -0.6423 1.1686 2.7432
H -1.9585 4.5534 6.8716
C 4.2511 -2.0130 0.5978
H 3.9835 0.3780 -1.5340
H 3.5561 -1.8202 -0.2197
F -2.5069 3.2293 2.9909
H 6.0145 -2.1378 -0.6366
C -4.7191 2.2271 -3.8276
H -0.1707 6.6818 5.5873
C 3.8785 -6.5675 -2.1582
H -4.9441 -4.2511 -1.2779
H 5.9987 -3.5163 1.8203
H 0.1062 4.9415 5.4959
N -2.3846 1.6911 1.3252
C -2.5760 -0.6560 -0.3891
C -2.6683 1.8122 -0.0791
H 5.2073 -3.6863 -0.3584
O -2.5451 5.4873 5.1178
H -5.6112 1.6288 -3.6221
C -3.0976 -3.3806 -1.8490
C 5.4906 -2.7356 0.1084
C 3.0826 0.9651 -1.3584
C -3.8420 2.2730 -2.6199
C -2.8535 3.2017 -0.6185
O -2.6131 0.3551 -3.2247
H 3.9913 -5.5931 -4.0764
```

=====

(2)
The following is a quantum chemistry calculation of a molecular structure, C42H63N3OP2S3Ti in a non-equilibrium geometry, from the OMol25 dataset.

Properties
E   -125281.102 eV
Kohn-Sham gap   7.09 eV
2S+1   1
Energy relative to the best compared isomer or geometry (same formula, charge and spin)   1.4485 eV
Charge   +2
HOMO energy   -12.499 eV

```
115
C42H63N3OP2S3Ti, DFT ωB97M-V with the def2-TZVPD basis set
H 1.0145 5.3570 -1.7258
C -1.8335 -3.5917 -0.1188
O -0.5567 0.6786 2.2683
C 3.3035 -0.7534 0.1257
C 0.9937 4.3007 0.1736
H -0.4031 5.1916 1.6200
C 2.4617 3.6025 5.5540
H -2.9613 2.2547 0.8309
H 4.0594 -1.9673 2.8679
H -3.9159 3.6874 0.4366
H 2.5950 4.6156 3.6733
C 2.5066 -2.6368 -1.9205
H 3.8479 2.1327 -1.5841
C -4.7278 1.9586 4.5640
N -1.1372 2.0278 4.1004
C -3.3280 1.7416 4.1399
H -4.3545 -2.5156 0.2094
H -3.1047 0.3487 -3.5341
H 2.1917 4.0433 -1.6273
H -2.3175 2.9088 6.7610
C 1.8044 1.0730 -3.1103
P -0.2738 2.9158 -0.1626
H -0.0267 1.4913 6.4569
H 1.0400 -4.2327 2.1732
S -0.6459 -2.0679 -2.1547
Ti 0.6543 0.6202 0.8706
H -3.8838 -1.4402 -1.8674
C -2.0749 5.1020 -0.9042
H -2.6358 -4.2834 0.1453
C -1.6217 -1.2256 -3.4487
H -5.0415 2.9829 4.3548
H -2.7704 -3.1908 -2.0226
H 1.7514 3.7558 0.7605
C 1.9680 -2.2694 2.3871
H -1.2297 5.4262 -1.5028
C 2.2396 1.1873 2.1634
H 2.0780 2.4485 7.3158
C -2.9122 3.3283 0.6559
C -1.7849 -3.4142 -1.6250
H 3.6860 -3.6065 2.3030
C 0.1063 2.5254 4.5797
H -2.1420 5.7365 -0.0245
H -1.4486 0.9225 -3.2703
H -0.9449 -1.0942 -4.2928
H -0.8919 -3.9857 0.2644
C -2.1636 0.1386 -3.0244
C 1.7030 4.8373 -1.0661
H -2.3292 3.0192 -1.3673
H 3.2125 -3.1016 3.9116
C -2.8162 0.9554 3.1253
C 1.7309 2.7164 6.3304
C 1.3706 1.6803 -4.2714
C -1.9866 3.6266 -0.5200
H 1.9244 1.2575 3.2053
H 2.6730 2.1477 1.8633
C 5.6576 -0.3771 -0.2253
H 6.6791 -0.7002 -0.1028
H 3.3751 4.0270 5.9382
C 5.3716 0.8001 -0.8980
H 2.5699 0.3106 -3.1534
H 4.8662 -2.0704 0.7887
C 3.3214 -2.7656 2.8812
H -5.3924 1.2878 4.0286
H 3.5651 -2.3914 -1.8727
H -4.1783 -1.0087 1.1202
H 0.8171 -3.4809 3.7466
H -4.8432 1.7905 5.6322
H 1.9524 -1.7434 -2.2061
C 0.8610 -3.2842 2.6768
H 2.4702 5.5430 -0.7519
H 2.9895 -5.0541 -0.8808
C 0.8405 3.4049 3.7947
S -2.4284 0.3460 -1.2350
H 6.1725 1.4067 -1.2885
H -1.4275 -4.3366 -2.0853
H 3.9538 -3.9248 0.0475
H 0.1368 6.2779 0.3492
C 3.0066 0.4410 -0.5699
H 2.5893 -4.7738 0.8030
C 0.3947 2.6652 -4.2316
H 1.7156 -1.3518 2.9473
H 3.0585 0.4631 2.1355
C -3.7762 -1.5934 0.2938
C -3.8578 -0.7904 -0.9976
N -2.3027 2.3770 4.7273
H 0.4857 3.6456 2.8052
C -1.4239 1.1543 3.0789
N 1.6696 0.8559 -0.6754
C 4.6253 -1.1530 0.2759
C 4.0621 1.2087 -1.0672
H 1.2296 5.8601 1.6514
H -3.3616 0.3055 2.4778
H -2.5650 3.8230 1.5617
C 0.4484 5.4691 1.0027
C 0.5495 2.1769 5.8509
C -2.3684 3.3645 5.7694
H -2.4117 -1.9120 -3.7496
C 2.9443 -4.2929 -0.1037
H -0.1121 -2.8982 2.3617
H 1.7962 1.3805 -5.2162
H 1.0138 -3.5883 -0.7031
H -2.9797 5.2613 -1.4899
H 2.3636 -3.3875 -2.6933
C 2.0207 -3.1777 -0.5760
H -3.3093 3.9073 5.6841
H -1.5417 4.0652 5.6614
P 1.8030 -1.7058 0.5964
H -4.7636 -0.1841 -1.0020
H 0.0779 3.1505 -5.1410
C 0.2668 2.4323 -1.8373
H -0.9169 3.8004 -2.9963
S -2.0911 -2.0537 0.8255
C 2.0216 3.9357 4.2840
C 1.2695 1.4411 -1.8683
C -0.1609 3.0305 -3.0164
```

=====

(3)
The following is a quantum chemistry calculation of 3 unconnected molecules or ions with the total composition C26H49F10N6O11S3 in a non-equilibrium geometry, from the OMol25 dataset.

Properties
E   -118886.961 eV
Kohn-Sham gap   7.95 eV
2S+1   1
Charge   +1
HOMO energy   -11.075 eV

```
105
C26H49F10N6O11S3, DFT ωB97M-V with the def2-TZVPD basis set
H 3.2753 1.8499 0.8068
C 0.7147 -1.4697 -1.7303
H -7.4976 -1.2926 1.4388
F 1.6369 -4.9651 3.5238
F 2.9556 -5.0732 1.2007
H 4.8065 1.9580 2.2580
O -4.5360 -0.7098 -1.3966
H 2.9719 -4.2249 -1.0607
F -0.7727 -6.7034 2.4173
H -5.3159 2.5294 0.4405
O 4.1950 1.2813 7.3092
C 0.2246 0.3412 -3.4990
O 3.8115 -0.2319 5.4807
C 1.7296 2.1938 -4.4979
C 3.1003 0.4059 7.6046
O -6.4354 -0.1672 0.0457
H -3.8576 1.8872 1.1760
H 0.3753 -4.9424 -1.7644
N 0.9103 2.1831 0.0744
C 3.8413 3.7072 1.7881
C -0.9321 1.1324 -4.2142
H -6.4222 -2.9172 -0.0291
H -2.8899 0.5286 -3.2904
H -8.4465 -0.6142 0.0976
C 3.3203 -0.7930 6.7072
C 0.5034 1.6803 -1.0643
H 2.1705 0.9238 7.3607
H -0.6888 -2.8743 -0.8262
C -1.7564 1.0427 -0.6777
C 3.2345 2.9308 0.6160
H 3.5767 -0.9855 -3.4061
C -3.5048 3.8819 2.4013
F 1.4543 -6.9508 2.3988
H 1.0723 -1.2497 -0.7198
C -2.2619 0.4107 -4.1990
C -0.0142 -2.8195 -1.6849
C 2.0028 -3.9997 -0.6107
H 1.6626 1.6176 -5.4157
S 0.4601 -5.8481 2.9297
O 3.9696 3.1859 -0.5875
H 2.6474 0.2282 -1.8077
O -2.6649 -0.2505 -5.1279
H -1.8690 0.9040 0.4019
H 3.3791 1.5901 -2.5920
C 0.9503 -4.0183 -1.7363
H 1.5959 -1.5592 -2.3613
C -4.2305 2.6745 0.5115
F 0.3808 -6.6069 4.3084
C 2.7173 0.7393 -2.7728
F -0.5067 -5.1883 0.5659
H 2.4100 -1.3571 6.5258
F 0.4443 -3.5804 1.5956
H -2.4995 0.4004 -1.1419
C -7.4995 -1.0798 0.3737
H 1.0144 3.0191 -4.5584
C 1.8422 -5.1109 0.4370
H 3.0669 4.2410 2.3503
C 1.3853 1.3538 -3.2493
H 2.0677 -3.0522 -0.0814
N -0.3557 0.6228 -1.0180
C 0.5714 -4.8791 1.2928
H -0.6605 1.2428 -5.2646
H -1.0944 2.1482 -3.8358
H 4.8616 2.8424 -0.4593
H -4.0006 3.5131 -1.4261
H -4.1012 1.7629 -1.4093
O -6.7308 -1.7716 -1.7126
F 1.7596 -6.2820 -0.2225
H -1.1989 -0.8185 -2.2821
N 0.9689 2.3166 -2.2038
H 4.5458 4.4557 1.4129
H -8.0933 -2.9180 -0.6351
H 4.0865 -1.4584 7.1095
H 2.7161 2.6333 -4.3662
O -4.0202 3.9608 1.0835
N 3.3674 -0.0815 -3.8159
H 1.7352 4.0646 -0.4773
H -1.8150 2.8693 -1.9173
H -3.4220 4.8894 2.8025
C -7.2129 -2.3053 -0.4672
S -5.9329 -0.4235 -1.4473
H 0.3018 3.0029 -2.5404
H 1.4555 -3.9342 -2.7019
H 3.1027 0.1443 8.6591
H -0.6304 -2.8944 -2.5894
C -3.6621 2.6216 -0.8952
H 0.9593 -0.3600 -5.2814
C -0.2346 -0.3199 -2.1805
C 1.7824 3.3214 0.3134
O -6.4423 0.5878 -2.2975
C -2.1228 2.5154 -0.9311
H -2.5306 3.3748 2.3741
H 4.2791 0.3210 -4.0019
H 5.3222 3.2409 3.1372
F -0.5847 -4.7727 3.4895
F 0.4433 1.6099 1.2034
O 6.0577 0.7258 5.8137
O 4.2082 2.1324 4.9719
H 1.3816 3.8145 1.2019
H -4.1619 3.3056 3.0638
S 4.6828 1.0768 5.7952
H -1.7619 3.1661 -0.1289
H -0.2097 -1.3100 -4.5886
N 0.6094 -0.7369 -4.4117
N 4.5053 2.7969 2.7418
```